(1)
# C4H8O2

C4H8O2 as an isolated structure (the ωB97M-V functional and the def2-TZVPD basis, the Open Molecules 2025 dataset).

The gap between HOMO and LUMO is 9.485 eV. As for the max |F|: 0.4 eV Å⁻¹. For the lowest unoccupied orbital energy, the calculation gives 0.35 eV.

Cartesian coordinates (Å):
O (0.108, 0.376, -1.824)
O (-1.573, 1.318, 0.151)
C (-0.386, -1.626, 0.426)
C (-0.257, 1.098, 0.501)
C (0.563, 0.541, -0.599)
C (0.382, -0.334, 0.586)
H (-1.624, 1.132, -0.806)
H (1.169, -0.329, 1.339)
H (1.422, 0.920, -1.501)
H (1.880, 1.064, -0.684)
H (-1.083, -1.555, -0.412)
H (0.112, 1.797, 1.247)
H (-0.954, -1.851, 1.335)
H (0.291, -2.466, 0.230)

(2)
# C22H30ClN3O3

A single C22H30ClN3O3 molecule (the ωB97M-V functional and the def2-TZVPD basis, the Open Molecules 2025 dataset).

The gap between HOMO and LUMO is 8.751 eV. As for the max |F|: 0.5 eV Å⁻¹. Its SMILES is O=C1CC[C@@H](C(=O)N2CCc3c(Cl)cccc3C2)CN1CCCN1CCOCC1. For the lowest unoccupied orbital energy, the calculation gives 0.41 eV.

Cartesian coordinates (Å):
Cl (7.351, 1.275, 2.127)
O (1.386, 0.113, -1.254)
O (-1.902, -3.000, -0.974)
O (-7.613, 1.549, 0.435)
N (3.212, -0.844, -0.375)
N (-4.800, 1.292, 0.446)
N (-1.123, -1.016, -0.214)
C (7.123, 1.672, -1.820)
C (1.089, -0.974, 0.869)
C (1.902, -0.509, -0.344)
C (5.245, 0.333, -1.129)
C (4.011, -1.388, 0.696)
C (6.814, 1.139, 0.485)
C (-1.248, -2.359, -0.174)
C (-3.428, 0.937, 0.144)
C (-0.319, -0.354, 0.779)
C (0.988, -2.514, 0.915)
C (-6.780, 2.607, 0.022)
C (-5.468, 2.085, -0.569)
C (-0.467, -2.986, 0.966)
C (-5.649, 0.177, 0.826)
C (4.009, -0.436, -1.513)
C (4.890, -0.283, 1.283)
C (7.546, 1.769, -0.506)
C (5.979, 0.962, -2.127)
C (5.665, 0.407, 0.197)
C (-6.956, 0.742, 1.385)
C (-3.207, 0.015, -1.063)
C (-1.727, -0.283, -1.307)
H (-1.157, 0.633, -1.465)
H (7.686, 2.159, -2.601)
H (1.452, -2.939, 0.022)
H (4.306, -1.328, -2.082)
H (-5.884, -0.479, -0.028)
H (-6.552, 3.258, 0.880)
H (5.577, -0.704, 2.019)
H (-3.026, 0.458, 1.041)
H (1.514, -2.913, 1.785)
H (-0.233, 0.699, 0.509)
H (5.641, 0.892, -3.151)
H (1.562, -0.587, 1.776)
H (-5.143, -0.410, 1.595)
H (-7.346, 3.169, -0.723)
H (-0.518, -4.070, 0.869)
H (4.647, -2.176, 0.277)
H (4.264, 0.452, 1.797)
H (-0.925, -2.703, 1.916)
H (-4.828, 2.925, -0.844)
H (-6.736, 1.334, 2.286)
H (-3.722, -0.934, -0.906)
H (-3.612, 0.482, -1.962)
H (8.432, 2.326, -0.249)
H (3.389, -1.827, 1.470)
H (3.369, 0.176, -2.155)
H (-2.884, 1.874, -0.014)
H (-0.796, -0.420, 1.766)
H (-5.700, 1.498, -1.473)
H (-7.651, -0.062, 1.636)
H (-1.641, -0.908, -2.200)

(3)
# C6H12O

A single C6H12O molecule (the ωB97M-V functional and the def2-TZVPD basis, the Open Molecules 2025 dataset).

The gap between HOMO and LUMO is 11.075 eV. As for the max |F|: 0.3 eV Å⁻¹. Its SMILES is CC(C)[C@H]1O[C@H]1C. For the lowest unoccupied orbital energy, the calculation gives 1.11 eV.

Cartesian coordinates (Å):
O (0.132, 0.907, -1.733)
C (-1.189, 0.702, -1.245)
C (-1.942, -0.576, -1.504)
C (0.741, -0.207, 0.390)
C (0.123, -0.660, 1.712)
C (2.171, 0.301, 0.633)
C (-0.057, 0.873, -0.320)
H (2.797, -0.497, 1.050)
H (0.022, 0.181, 2.410)
H (-0.027, 1.850, 0.170)
H (-1.466, -1.455, -1.062)
H (-1.804, 1.593, -1.403)
H (-2.081, -0.751, -2.576)
H (-2.938, -0.466, -1.058)
H (2.641, 0.657, -0.289)
H (0.797, -1.063, -0.294)
H (2.171, 1.128, 1.356)
H (0.773, -1.403, 2.190)
H (-0.864, -1.112, 1.573)

(4)
# C32H47N5O2P2SeTi

C32H47N5O2P2SeTi as an isolated structure (the ωB97M-V functional and the def2-TZVPD basis, the Open Molecules 2025 dataset).

As for the spin multiplicity: 2. Its charge is +1. The gap between HOMO and LUMO (spin up / spin down) is 7.650 / 7.780 eV. As for the max |F|: 1.4 eV Å⁻¹. For the lowest unoccupied orbital energy (spin up / spin down), the calculation gives -2.04 / -1.91 eV.

Cartesian coordinates (Å):
Se (-2.198, 0.581, -0.168)
Ti (0.641, -0.206, 1.628)
P (-1.584, -0.958, 2.980)
P (-0.187, -2.399, 0.529)
O (0.057, 1.628, 2.175)
O (-0.032, 3.859, 2.394)
N (-1.115, 0.165, -2.774)
N (2.282, -1.172, 2.134)
N (-2.593, 1.742, -2.765)
N (2.620, 1.649, 2.705)
N (1.853, 2.799, 2.867)
C (-1.852, 1.915, -6.410)
C (3.454, -1.396, 1.383)
C (1.280, 0.693, -0.104)
C (2.303, 1.742, -2.375)
C (-1.571, -1.894, 4.552)
C (4.012, -1.364, 3.572)
C (-1.385, 3.862, 1.864)
C (-2.500, 2.293, -5.242)
C (-1.927, -2.792, 0.917)
C (-2.568, -2.090, 1.941)
C (3.682, 2.342, -2.061)
C (-0.892, 0.896, -6.414)
C (1.386, 2.836, -2.937)
C (-3.912, -2.334, 2.207)
C (1.693, -1.072, 4.605)
C (-2.148, 1.614, -4.088)
C (4.510, -1.504, 2.234)
C (-1.958, 0.849, -1.972)
C (-4.618, -3.274, 1.470)
C (2.670, -1.184, 3.484)
C (0.581, 2.710, 2.460)
C (0.693, -3.802, 1.308)
C (-3.972, -3.998, 0.476)
C (3.467, -1.617, -0.101)
C (-0.019, -2.777, -1.250)
C (-2.633, -3.755, 0.203)
C (2.470, 0.620, -3.408)
C (1.725, 1.189, -1.130)
C (-3.604, 2.697, -2.331)
C (-1.197, 0.609, -4.092)
C (-0.547, 0.223, -5.251)
C (-2.712, 0.411, 3.392)
H (1.155, -2.004, 4.776)
H (0.692, -2.080, -1.698)
H (1.501, 0.186, -3.660)
H (-2.159, 1.156, 3.964)
H (5.534, -1.693, 1.939)
H (0.950, -0.283, 4.448)
H (-1.385, 3.440, 0.865)
H (3.593, 3.141, -1.321)
H (0.446, 2.413, -3.292)
H (-0.926, -2.769, 4.478)
H (-0.472, -0.511, -2.400)
H (-0.407, 0.627, -7.344)
H (-5.668, -3.444, 1.674)
H (-3.088, 0.878, 2.483)
H (4.580, -1.430, 4.489)
H (4.101, -0.890, -0.612)
H (-2.036, 3.274, 2.503)
H (0.353, -3.789, -1.398)
H (-2.096, 2.416, -7.337)
H (1.871, 3.337, -3.779)
H (4.128, 2.760, -2.968)
H (-3.551, 0.063, 3.994)
H (3.176, 1.681, 1.859)
H (-0.986, -2.686, -1.745)
H (-2.588, -2.223, 4.768)
H (3.199, 1.467, 3.513)
H (2.916, 1.011, -4.327)
H (2.480, -1.520, -0.539)
H (0.632, -3.715, 2.393)
H (2.268, 3.719, 2.897)
H (-3.234, 3.089, -5.236)
H (-1.211, -1.264, 5.365)
H (2.217, -0.831, 5.529)
H (-4.510, -4.749, -0.088)
H (4.356, 1.580, -1.663)
H (-4.425, -1.782, 2.987)
H (0.256, -4.751, 0.994)
H (0.194, -0.566, -5.254)
H (-2.142, -4.323, -0.580)
H (-1.680, 4.904, 1.864)
H (1.163, 3.584, -2.173)
H (-3.207, 3.711, -2.372)
H (3.114, -0.171, -3.020)
H (1.747, -3.765, 1.033)
H (-4.475, 2.622, -2.978)
H (3.856, -2.612, -0.327)
H (-3.888, 2.454, -1.313)

(5)
# C28H58O26V

C28H58O26V as an isolated structure (the ωB97M-V functional and the def2-TZVPD basis, the Open Molecules 2025 dataset).

As for the spin multiplicity: 4. The gap between HOMO and LUMO (spin up / spin down) is 7.163 / 7.985 eV. As for the max |F|: 2.6 eV Å⁻¹. For the lowest unoccupied orbital energy (spin up / spin down), the calculation gives 0.39 / 0.39 eV.

Cartesian coordinates (Å):
V (24.337, -23.523, -13.874)
O (23.792, -23.942, -16.041)
O (26.334, -27.244, -15.006)
O (17.825, -22.056, -12.970)
O (23.270, -21.543, -14.517)
O (18.070, -26.513, -15.759)
O (25.452, -22.857, -12.157)
O (24.567, -19.801, -14.050)
O (19.565, -27.095, -7.930)
O (16.452, -28.770, -12.427)
O (22.316, -24.093, -13.276)
O (19.440, -27.038, -5.780)
O (25.281, -25.347, -14.300)
O (25.642, -27.112, -13.000)
O (21.448, -29.473, -9.894)
O (22.516, -19.757, -13.375)
O (19.530, -25.082, -15.117)
O (23.424, -28.469, -9.288)
O (21.945, -29.316, -7.838)
O (24.333, -24.081, -18.194)
O (17.352, -24.587, -14.835)
O (18.920, -20.985, -11.299)
O (22.508, -25.078, -17.447)
O (14.915, -27.143, -12.136)
O (18.396, -23.165, -11.242)
O (16.969, -26.594, -11.995)
O (18.319, -25.478, -6.959)
C (24.161, -21.776, -10.314)
C (21.629, -25.482, -16.390)
C (18.375, -26.815, -11.991)
C (16.158, -27.622, -12.187)
C (16.753, -27.067, -15.743)
C (26.710, -26.546, -16.206)
C (17.946, -20.963, -13.870)
C (18.458, -21.978, -11.810)
C (23.512, -24.297, -17.158)
C (20.572, -25.241, -11.974)
C (21.690, -29.316, -11.298)
C (18.610, -23.274, -9.857)
C (23.419, -20.440, -14.064)
C (18.709, -26.777, -4.594)
C (25.704, -26.463, -14.130)
C (21.369, -23.987, -12.266)
C (22.389, -29.018, -9.060)
C (23.904, -24.444, -19.492)
C (22.352, -28.512, -6.745)
C (24.826, -26.682, -11.927)
C (24.892, -18.623, -13.336)
C (19.053, -26.427, -6.912)
C (25.331, -22.665, -10.805)
C (21.364, -20.490, -12.930)
C (18.250, -25.311, -15.190)
C (19.996, -23.894, -14.491)
C (13.803, -28.016, -12.245)
C (19.531, -26.446, -9.200)
H (22.012, -28.294, -11.491)
H (21.900, -28.885, -5.831)
H (14.024, -28.835, -12.936)
H (18.650, -27.677, -11.384)
H (25.230, -23.599, -10.222)
H (18.511, -26.344, -9.566)
H (24.207, -17.821, -13.604)
H (20.583, -19.818, -12.591)
H (13.662, -28.440, -11.252)
H (18.963, -20.921, -14.251)
H (18.736, -26.987, -13.006)
H (21.695, -21.067, -12.067)
H (23.074, -23.897, -19.948)
H (17.648, -26.990, -4.732)
H (24.372, -27.565, -11.471)
H (23.441, -28.538, -6.690)
H (24.800, -18.821, -12.265)
H (19.946, -23.001, -15.110)
H (18.468, -24.304, -9.529)
H (26.880, -27.208, -17.051)
H (24.719, -24.269, -20.191)
H (25.938, -18.403, -13.519)
H (17.207, -21.056, -14.662)
H (21.045, -23.983, -14.206)
H (21.134, -26.049, -11.504)
H (19.482, -23.722, -13.549)
H (16.317, -26.764, -16.696)
H (19.638, -23.110, -9.516)
H (22.005, -27.482, -6.843)
H (20.093, -25.515, -9.166)
H (18.729, -25.698, -4.413)
H (23.993, -26.033, -12.205)
H (21.823, -23.592, -11.342)
H (22.369, -30.113, -11.604)
H (20.186, -25.708, -12.887)
H (23.279, -22.407, -10.189)
H (20.731, -29.519, -11.772)
H (24.407, -21.334, -9.344)
H (20.080, -27.105, -9.868)
H (17.985, -22.622, -9.250)
H (18.840, -25.921, -11.588)
H (21.016, -21.114, -13.751)
H (22.133, -26.254, -15.811)
H (16.206, -26.744, -14.861)
H (25.937, -25.869, -16.574)
H (25.414, -26.228, -11.131)
H (27.605, -25.982, -15.952)
H (19.736, -24.892, -11.361)
H (19.155, -27.274, -3.741)
H (12.892, -27.587, -12.650)
H (23.601, -25.490, -19.519)
H (21.394, -24.618, -15.774)
H (17.661, -20.020, -13.399)
H (23.908, -20.927, -10.954)
H (26.287, -22.290, -10.405)
H (20.709, -23.156, -12.577)
H (20.675, -25.885, -16.723)
H (16.795, -28.154, -15.735)

(6)
# C26H31GeN5O4RuS2

C26H31GeN5O4RuS2 as an isolated structure (the ωB97M-V functional and the def2-TZVPD basis, the Open Molecules 2025 dataset).

As for the spin multiplicity: 6. Its charge is -1. The gap between HOMO and LUMO (spin up / spin down) is 5.584 / 5.969 eV. As for the max |F|: 0.7 eV Å⁻¹. For the lowest unoccupied orbital energy (spin up / spin down), the calculation gives 2.54 / 0.94 eV.

Cartesian coordinates (Å):
Ru (0.218, -0.943, -0.191)
Ge (1.100, 2.525, -1.235)
S (0.244, -0.437, 2.335)
S (3.542, -0.961, -0.478)
O (-0.147, -3.023, 0.181)
O (4.566, -1.931, -0.761)
O (3.426, 0.185, -1.337)
O (0.849, -5.021, -0.084)
N (2.088, -1.708, -0.412)
N (-1.818, -0.608, 0.204)
N (-2.027, -0.153, 3.707)
N (-2.317, -0.394, 1.459)
N (-1.034, -1.688, -2.118)
C (0.432, 0.698, -1.485)
C (-4.195, -0.501, -0.567)
C (4.644, -0.838, 3.384)
C (4.530, -1.219, 2.057)
C (0.080, 3.511, -2.616)
C (-6.031, 0.798, 0.337)
C (-2.759, -0.754, -0.789)
C (-3.043, -1.061, -3.261)
C (-4.674, 0.614, 0.131)
C (-0.509, -2.057, -3.282)
C (2.957, 3.021, -1.623)
C (-1.491, -0.315, 2.433)
C (3.338, 0.826, 1.591)
C (-2.485, -1.441, -4.453)
C (0.874, -3.807, 0.042)
C (-2.300, -1.203, -2.059)
C (3.869, -0.381, 1.165)
C (2.210, -3.093, 0.122)
C (4.165, 0.727, 5.295)
C (-6.953, -0.125, -0.143)
C (-5.136, -1.422, -1.042)
C (3.472, 1.201, 2.918)
C (-6.496, -1.236, -0.836)
C (-1.188, -1.971, -4.481)
C (0.574, 3.368, 0.465)
C (4.104, 0.365, 3.833)
H (2.967, -3.656, -0.404)
H (3.638, 2.823, -0.795)
H (-4.790, -2.315, -1.548)
H (0.506, -2.440, -3.237)
H (3.434, 0.134, 5.852)
H (-0.570, 0.868, -1.886)
H (-6.376, 1.673, 0.876)
H (1.205, 3.072, 1.306)
H (2.826, 1.456, 0.877)
H (-1.419, 0.289, 4.372)
H (0.231, 3.052, -3.597)
H (-8.014, 0.020, 0.023)
H (3.317, 2.460, -2.485)
H (-0.458, 3.105, 0.710)
H (2.966, 4.089, -1.853)
H (0.642, 4.452, 0.345)
H (-2.986, 0.158, 3.714)
H (5.152, 0.522, 5.714)
H (2.469, -3.075, 1.188)
H (4.959, -2.146, 1.695)
H (3.048, 2.140, 3.256)
H (-0.991, 3.495, -2.397)
H (0.409, 4.552, -2.669)
H (-3.971, 1.347, 0.497)
H (5.148, -1.491, 4.089)
H (-7.200, -1.970, -1.210)
H (-4.028, -0.619, -3.222)
H (-0.717, -2.282, -5.403)
H (-3.042, -1.316, -5.375)
H (1.035, 0.270, -2.293)
H (3.932, 1.780, 5.453)

(7)
# C10H13Br4NO2

A 3-piece molecular cluster, C10H13Br4NO2 overall (the ωB97M-V functional and the def2-TZVPD basis, the Open Molecules 2025 dataset).

The gap between HOMO and LUMO is 9.691 eV. As for the max |F|: 0.5 eV Å⁻¹. Its SMILES is O=[N+]([O-])c1ccccc1.BrCCBr.BrCCBr. For the lowest unoccupied orbital energy, the calculation gives -0.52 eV.

Cartesian coordinates (Å):
Br (-3.677, -1.215, -0.833)
Br (2.914, -2.416, -0.933)
Br (0.823, -0.238, 2.515)
Br (-3.050, -1.984, 3.647)
O (-1.702, 1.359, 0.340)
O (-0.861, 3.327, 0.620)
N (-0.869, 2.220, 0.129)
C (0.012, 0.880, -1.715)
C (0.231, 1.861, -0.769)
C (1.065, 0.499, -2.517)
C (2.526, -1.180, 0.509)
C (2.517, 2.065, -1.385)
C (-4.032, -1.492, 1.052)
C (1.128, -1.394, 0.982)
C (-2.727, -1.507, 1.787)
C (2.316, 1.079, -2.339)
C (1.457, 2.468, -0.593)
H (-4.677, -0.688, 1.391)
H (-2.055, -2.269, 1.406)
H (-4.561, -2.435, 1.152)
H (0.399, -1.114, 0.229)
H (3.270, -1.353, 1.278)
H (3.139, 0.749, -2.962)
H (0.952, -2.417, 1.303)
H (-2.234, -0.541, 1.751)
H (2.646, -0.172, 0.123)
H (0.950, -0.252, -3.286)
H (-0.964, 0.420, -1.796)
H (1.571, 3.233, 0.163)
H (3.494, 2.508, -1.252)